Density functional theory data (wB97M-V/def2-TZVPD) for a cluster of 9 separate species, C41H76F2O13 in total.

```
132
C41H76F2O13, DFT wB97M-V/def2-TZVPD
F -3.832 -4.696 1.602
F -1.175 -4.402 -5.012
O -1.379 -0.377 5.601
O -4.959 6.372 -0.509
O -5.837 1.862 1.807
O 3.123 4.448 -1.028
O 3.651 5.199 5.227
O 5.793 7.680 0.052
O 1.941 -9.111 -1.250
O -2.180 1.272 1.463
O -0.047 1.404 -1.593
O 4.023 -4.595 -1.539
O -3.197 -4.114 -3.945
O -3.951 -6.428 -4.661
O 4.061 -8.041 -1.618
C -6.565 7.634 0.728
C 2.639 -6.840 0.184
C -3.139 -6.596 -1.544
C -1.217 -1.536 -2.344
C -6.075 1.977 0.606
C -6.377 0.776 -0.250
C 5.662 -5.615 -2.944
C 6.075 8.086 1.178
C 5.006 8.527 2.141
C -1.898 1.678 2.589
C -1.957 -0.051 -2.361
C -2.779 -4.837 0.563
C 2.749 2.993 5.380
C -2.117 -6.117 -2.733
C 5.011 -4.445 -2.256
C -1.580 -1.455 5.044
C -0.469 1.753 3.057
C 4.715 5.959 -1.968
C -1.074 -7.326 -3.224
C -1.269 -4.721 -2.587
C -0.001 -7.720 -2.016
C 5.615 -3.085 -2.479
C -1.135 -1.698 3.627
C -1.296 0.803 -1.093
C -5.293 7.467 -0.060
C -0.063 2.868 -1.451
C -4.445 8.692 -0.277
C -3.200 -5.613 -3.903
C -2.967 2.120 3.552
C 3.450 4.121 4.670
C -2.586 -6.360 -0.017
C -1.781 -3.745 -3.800
C -2.280 -2.583 5.754
C 4.111 4.599 -1.745
C 1.165 -8.775 -2.483
C 3.895 3.879 3.253
C 7.504 8.160 1.646
C -6.075 3.325 -0.065
C 4.762 3.429 -2.434
C -1.322 -2.172 -3.851
C 2.901 -8.013 -0.939
H -1.617 -3.449 5.820
H 4.024 8.419 1.668
H -2.035 -1.534 -4.558
H 5.627 -5.475 -4.027
H -7.378 0.868 -0.679
H -6.333 7.989 1.736
H -1.025 0.022 -0.254
H -0.090 -1.423 -1.986
H 4.609 3.052 3.224
H 4.219 2.512 -2.182
H 6.696 -5.716 -2.606
H -3.949 2.011 3.078
H -7.227 8.339 0.220
H -0.520 -6.910 -4.169
H 8.167 7.810 0.847
H 3.028 3.656 2.625
H -3.262 -7.776 -1.670
H -7.062 3.530 -0.486
H -3.237 -7.066 0.688
H 5.033 7.903 3.038
H 4.727 3.569 -3.517
H -5.014 9.444 -0.830
H -5.630 0.687 -1.042
H -0.190 -5.041 -2.979
H -0.210 2.787 3.298
H -0.736 3.269 -0.581
H -1.716 -4.512 0.997
H -5.314 3.349 -0.849
H -1.464 -6.731 0.145
H 6.647 -3.073 -2.120
H -2.114 1.575 -0.756
H 4.141 6.707 -1.410
H 3.413 2.127 5.446
H 2.172 -7.235 1.184
H -3.560 8.422 -0.861
H 5.153 9.578 2.404
H -2.940 1.495 4.448
H 0.193 1.403 2.258
H -0.632 -8.261 -1.174
H -6.342 -0.127 0.368
H 7.642 7.520 2.521
H -0.249 -2.107 -4.368
H -3.009 -4.115 -0.352
H -2.001 -1.921 2.998
H -1.021 -4.282 -1.531
H 1.044 3.230 -1.202
H 2.486 3.311 6.395
H -5.841 4.098 0.674
H -1.737 -8.235 -3.555
H -4.217 -6.141 -1.730
H 0.654 -9.746 -2.901
H -2.543 -2.265 6.769
H -0.421 -2.525 3.598
H -0.381 3.310 -2.507
H 5.119 -6.532 -2.692
H 0.473 -6.702 -1.659
H 1.832 2.731 4.847
H -1.769 -2.168 -1.513
H 5.578 -2.832 -3.542
H 5.041 -2.337 -1.921
H -0.644 -0.798 3.241
H 3.676 -6.308 0.441
H -1.849 0.506 -3.385
H 1.927 -5.967 -0.193
H -2.820 3.170 3.815
H -3.088 -0.246 -2.086
H 4.385 4.779 2.867
H 5.796 3.328 -2.096
H -0.331 1.112 3.932
H -7.074 6.668 0.805
H 7.763 9.195 1.887
H 4.678 6.212 -3.031
H 5.747 5.971 -1.610
H -3.197 -2.845 5.221
H -4.120 9.094 0.686
H 1.878 -8.375 -3.325
```

ΔE to the lowest compared entry with this formula, charge and spin = 9.6228 eV
Total charge = 0
Maximum force = 9.26 eV/Å
Structure (SMILES) = COCCCC[C@@]1(F)C[C@](CCCF)(CCCOC(C)=O)C(=O)O1.CC(C)=O.CC(C)=O.CC(C)=O.CC(C)=O.CC(C)=O.CC(C)=O.CC(C)=O.CC(C)=O
Gap between HOMO and LUMO = 9.2 eV
Lowest unoccupied orbital energy = 0.228 eV

---

Density functional theory data (wB97M-V/def2-TZVPD) for a structure of composition C41H78Cl10F12HfN4O16.

```
162
C41H78Cl10F12HfN4O16, DFT wB97M-V/def2-TZVPD
Hf 2.142 -0.525 1.887
Cl -3.893 4.320 -4.811
Cl -0.984 -0.062 -5.391
Cl 3.334 0.851 -4.655
Cl 1.259 2.621 -3.582
Cl -2.538 3.996 1.687
Cl -3.929 0.347 -5.122
Cl 0.010 5.228 2.086
Cl -3.341 3.387 -2.052
Cl -3.689 -1.957 1.853
Cl -3.291 0.608 3.109
F -5.227 -4.841 -4.424
F 3.816 -6.167 -5.485
F -5.745 3.856 1.979
F -0.558 8.485 0.136
F -3.711 -3.333 -4.151
F 0.093 9.629 -1.541
F 4.700 -4.695 -4.052
F -5.843 -2.797 -4.026
F 3.930 -4.056 -5.926
F -7.682 4.176 1.037
F 1.596 8.798 -0.229
F -5.875 5.015 0.172
O 1.037 -2.525 -0.027
O 0.824 0.254 0.743
O 1.401 -1.527 3.339
O 1.323 0.805 3.577
O 1.623 -3.738 -4.906
O 1.980 -5.449 -3.460
O -4.156 -3.398 -1.476
O 3.763 0.014 2.740
O -0.756 7.215 -2.352
O 1.375 6.596 -1.769
O -5.843 1.642 0.557
O 3.628 -3.064 1.893
O 3.020 -0.851 0.290
O -6.015 -4.662 -1.910
O 2.822 1.755 1.093
O -6.447 2.825 -1.247
N 5.341 -3.634 3.180
N 3.868 3.368 -0.074
N -0.080 -4.456 0.113
N -0.074 1.976 4.945
C 0.389 8.595 -0.797
C -6.234 2.709 -0.103
C 4.525 1.072 3.058
C -0.342 -5.805 -0.398
C 2.360 -4.750 -4.313
C 5.137 2.697 0.087
C -5.820 0.363 -0.263
C 0.262 -3.646 -4.456
C -1.417 2.495 5.062
C 0.304 1.455 3.766
C 0.446 7.308 -1.687
C 0.956 -3.715 -0.243
C 3.837 4.646 -0.745
C 6.591 -4.341 3.355
C -6.124 -4.938 -0.511
C -0.709 1.199 -0.855
C -2.474 -0.840 2.464
C 3.726 -4.924 -4.954
C 4.710 -3.551 2.022
C -6.394 3.947 0.835
C -4.919 -3.930 -2.197
C -1.520 5.268 1.160
C 4.755 -2.910 4.305
C -7.286 -5.877 -0.293
C 0.143 0.029 -0.382
C 3.967 -1.140 -0.640
C -4.918 -3.727 -3.745
C -4.425 4.301 -3.100
C 3.783 -2.403 -1.356
C 0.190 -2.770 -3.240
C -2.353 0.260 -4.287
C 0.424 1.447 6.252
C 2.173 1.124 -3.316
C 5.046 0.966 4.444
C -0.013 -2.436 4.991
C -1.075 -3.632 0.831
C 0.210 6.141 -4.415
C -0.842 6.056 -3.285
C 1.371 -2.259 4.452
C -4.543 0.316 -1.064
C 2.811 2.850 0.526
H -0.636 -3.015 4.318
H 0.736 -0.430 -1.203
H 0.244 7.167 -4.818
H -0.501 -3.097 1.597
H -1.937 6.251 1.311
H 1.431 0.355 -3.185
H -1.325 3.351 5.705
H 4.239 -2.025 3.950
H 5.599 0.045 4.618
H 0.511 -1.740 -3.452
H -0.376 -3.255 -5.254
H -7.539 -6.054 0.756
H 0.111 -2.978 5.948
H -0.472 -1.492 5.300
H -5.793 -0.418 0.513
H -4.520 1.113 -1.820
H -0.555 5.123 -2.834
H -0.661 -6.421 0.435
H -1.784 2.853 4.103
H -5.412 3.878 -3.145
H -1.400 1.502 -0.056
H 1.923 3.467 0.505
H 0.560 -6.272 -0.828
H -4.532 -0.645 -1.540
H 3.780 5.431 -0.026
H 1.689 -4.235 -0.878
H 4.582 -2.419 -2.100
H 2.763 1.164 -2.424
H 1.376 0.955 6.075
H -1.103 -5.849 -1.172
H -0.586 -0.769 -0.181
H -1.901 -1.245 3.288
H 3.983 2.042 2.990
H 5.721 2.759 -0.842
H -1.848 5.999 -3.672
H 1.207 5.900 -4.056
H 1.955 -1.674 5.192
H -7.020 -6.824 -0.785
H -0.146 2.115 -1.114
H 4.063 -3.643 4.700
H 5.348 1.260 2.390
H 4.711 4.619 -1.401
H 7.325 -3.787 3.937
H -1.864 -4.295 1.186
H -6.293 -3.979 -0.002
H 5.214 -4.046 1.163
H 5.540 -2.658 5.053
H -0.076 5.493 -5.246
H -0.386 1.725 2.939
H -0.709 -2.875 -2.643
H 2.950 4.793 -1.336
H 4.032 -0.348 -1.430
H -6.699 0.238 -0.893
H 4.975 -1.142 -0.174
H 1.918 -3.211 4.321
H -1.943 -0.415 1.627
H 3.822 -3.344 -0.853
H -2.451 -0.535 -3.553
H -1.230 5.074 0.146
H 0.498 2.324 6.881
H 4.855 1.702 0.359
H 4.244 1.034 5.181
H 2.906 -2.433 -1.964
H -3.664 0.414 -0.401
H -1.411 -2.815 0.150
H 6.444 -5.311 3.847
H -2.201 1.253 -3.888
H -0.122 -4.645 -4.148
H 5.776 1.808 4.635
H 0.928 -3.070 -2.515
H -2.198 1.837 5.406
H -8.169 -5.464 -0.823
H -0.278 0.826 6.769
H -4.386 5.321 -2.766
H -5.175 -5.375 -0.170
H -1.187 0.749 -1.713
H 6.953 -4.521 2.348
H 5.661 3.148 0.948
```

Total charge = 0
Maximum force = 3.78 eV/Å
Gap between HOMO and LUMO = 8.1 eV
Lowest unoccupied orbital energy = 0.256 eV